Entry 1:
DFT (ωB97M-V with the def2-TZVPD basis set) results for C4H5N3O3 in the gas phase in a non-equilibrium geometry.

The geometry in XYZ format:
```
15
Properties=species:S:1:pos:R:3:forces:R:3:mulliken_charge:R:1
O -1.217234 0.116308 2.993745 -0.8 -3.6 4.0 -0.686
O -0.972293 1.923485 1.818898 -0.7 0.9 -0.4 -0.743
O 1.295858 1.823751 0.712886 -1.3 1.8 -2.0 -0.492
N -1.053917 -0.064586 0.701399 -0.4 -1.5 1.1 -0.033
N 0.102101 -0.988876 -0.975387 -0.5 -5.0 -0.8 -0.495
N -1.180385 0.705154 1.986492 0.9 2.5 -5.3 0.964
C -0.639302 -1.976775 -0.365802 2.1 -1.1 -5.1 -0.295
C -1.433621 -1.407750 0.566899 1.5 5.5 1.6 -0.257
C 0.844647 1.317469 -0.592773 -0.3 -1.8 2.3 -0.288
C -0.067526 0.084780 -0.287001 0.9 3.8 0.8 0.512
H 0.291069 1.913703 -1.340731 0.4 0.6 0.7 0.234
H -0.845790 -3.012955 -0.776963 0.9 1.5 0.4 0.329
H -2.088386 -1.771102 1.199340 -3.2 -1.9 2.9 0.583
H 0.673130 2.583885 0.990757 1.1 -2.0 -0.4 0.362
H 1.743715 0.866394 -1.062686 -0.7 0.4 0.1 0.305
```
Positions in Å, forces in eV/Å.

Values from the calculation:
<S²>: 2.020
Charge: 0
2S+1: 3
E_LUMO (alpha / beta) in eV: 0.2002 / -3.9181
Maximum force in eV/Å: 5.91
Relative energy (zero: lowest compared OMol25 entry of this formula, charge and spin) in kJ/mol: 314.20

Entry 2:
DFT (ωB97M-V with the def2-TZVPD basis set) results for C4H6BrCl in the gas phase in a non-equilibrium geometry.

The geometry in XYZ format:
```
12
Properties=species:S:1:pos:R:3:forces:R:3:mulliken_charge:R:1
Br -2.623590 -0.018095 -0.115375 0.9 -0.1 0.1 -0.199
Cl 1.848721 1.368758 0.570965 -1.2 0.2 -2.0 -0.208
C -0.751787 -0.417948 0.401824 -1.7 0.3 -1.3 0.339
C 0.198485 -0.417369 -0.739767 1.4 -0.9 0.0 -0.936
C 0.783342 0.985150 -0.959399 -0.4 0.3 -1.2 -0.253
C -0.547465 -0.624434 1.657135 2.4 -1.6 3.4 -0.544
H 1.369852 1.165814 -1.941351 -0.4 -0.7 2.0 0.330
H -1.287142 -0.693308 2.473916 0.2 0.4 -0.9 0.283
H 0.956977 -1.232298 -0.639743 -0.1 0.9 0.6 0.323
H -0.163587 1.599744 -1.140449 1.6 0.1 1.2 0.269
H -0.312199 -0.807457 -1.596585 -0.6 0.4 -0.9 0.408
H 0.528390 -0.908558 2.028825 -2.0 0.7 -1.0 0.189
```
Positions in Å, forces in eV/Å.

Values from the calculation:
Charge: 0
E_LUMO in eV: 0.7698
SMILES: C=C(Br)CCCl
Maximum force in eV/Å: 4.43
Relative energy (zero: lowest compared OMol25 entry of this formula, charge and spin) in kJ/mol: 103.09

Entry 3:
DFT (ωB97M-V with the def2-TZVPD basis set) results for a molecular structure, C32H31BrCoN6O5Se in a non-equilibrium geometry.

The geometry in XYZ format:
```
77
Properties=species:S:1:pos:R:3:forces:R:3:mulliken_charge:R:1
Br 4.910234 -2.028746 -5.730065 0.0 0.0 0.0 -0.173
Se 0.631333 3.902945 0.229546 0.2 0.0 0.1 0.542
Co -0.541839 0.479591 0.188360 0.3 1.1 0.1 0.296
O -1.261641 1.076796 -1.454744 0.1 -0.2 0.0 -0.372
O 1.127352 0.121511 -0.507235 -0.9 -0.8 -0.4 -0.151
O 1.742881 2.122396 -1.335295 -0.1 -0.4 0.1 -0.685
O -0.557084 2.141106 -3.201977 -0.2 0.1 0.3 -0.565
O -1.513378 3.245723 -1.596779 0.2 -0.3 -0.3 -0.619
N -0.582126 4.812687 1.107784 0.2 0.1 -0.1 -0.881
N -1.729957 -1.072465 -0.123389 0.7 -0.4 0.9 1.425
N 0.068561 -0.638011 1.689650 -0.3 -0.1 0.1 1.854
N -1.074690 2.223705 -2.120759 -0.2 0.2 0.2 0.742
N -0.064869 2.344832 0.718156 -0.4 -0.5 0.1 -0.013
N -1.963787 1.559629 1.730340 0.1 -0.1 -0.4 0.674
C 3.653382 0.746883 -2.938848 -0.1 0.0 0.1 -0.450
C -2.067157 -2.279425 -2.178128 -0.2 0.2 0.0 1.606
C -1.468484 3.972493 1.624722 0.0 -0.1 0.0 0.335
C -3.727304 -0.611722 -1.477266 0.2 -0.1 -0.1 1.287
C 3.821539 -0.164648 3.501945 0.0 0.0 0.0 -1.016
C -1.762134 -1.865938 0.888518 -0.2 0.3 -0.3 1.542
C -3.405950 3.196828 2.759427 0.1 -0.1 0.0 -1.086
C 1.333187 -0.499514 2.360398 0.2 0.1 0.1 -1.161
C 0.350418 1.251445 3.930933 -0.1 0.0 0.1 -1.523
C 2.092689 -1.084966 -2.863456 0.0 0.1 0.1 0.155
C 3.639627 -1.107840 2.504621 0.0 0.0 0.0 -1.222
C -1.173941 2.609383 1.384039 -0.2 0.0 0.2 0.418
C -2.745148 -2.965031 1.083282 0.0 0.0 -0.1 -2.193
C 3.940055 -1.141401 -4.374438 0.0 0.0 0.0 -0.040
C 2.515337 0.153455 -2.398935 0.1 0.1 0.0 0.218
C 2.395238 -1.311282 1.922668 0.0 0.2 0.3 1.601
C -2.646434 4.258113 2.363218 0.0 0.0 0.0 -0.618
C -2.541935 -1.323724 -1.272814 -0.1 0.0 -0.4 -1.269
C 2.231332 -2.408934 0.917320 0.0 -0.1 -0.2 -1.334
C -0.803391 -3.050541 -1.942409 0.1 -0.1 0.1 -1.242
C 1.481174 0.428716 3.391783 0.2 0.0 -0.2 1.113
C -3.995697 -1.821700 -3.552668 0.0 0.0 0.0 -1.026
C -4.214556 0.416680 -0.505181 0.0 0.0 0.1 -1.013
C 2.796948 -1.735484 -3.858101 0.1 0.0 -0.1 -0.683
C -0.427784 -2.715902 2.919265 0.0 0.0 0.1 -2.485
C -0.664986 -1.668555 1.892067 0.2 0.2 -0.3 1.026
C -4.445370 -0.885811 -2.633838 0.0 0.0 0.0 -1.174
C -2.819589 -2.511514 -3.324196 0.0 0.0 0.0 -0.880
C 2.747888 0.577973 3.951764 -0.1 0.0 0.0 -0.986
C -3.038147 1.862855 2.409865 -0.1 0.2 0.0 -0.342
C 4.377940 0.095833 -3.919765 0.0 -0.1 -0.1 -0.602
C 1.734605 0.894145 -1.370601 0.3 0.7 0.0 -0.100
H 1.192219 -1.523126 -2.463325 0.0 0.0 0.0 0.161
H -4.138441 0.059237 0.523535 0.0 0.0 0.0 0.143
H -2.917751 5.280190 2.588160 0.0 0.0 0.0 0.543
H -0.184076 -3.661371 2.430055 0.0 0.0 0.0 0.441
H 2.467413 -2.692737 -4.236831 0.0 0.0 0.0 0.494
H -3.629288 1.334016 -0.585775 0.0 0.0 0.0 0.129
H 3.963715 1.719232 -2.583103 0.0 0.0 0.0 0.468
H -2.241111 -3.932370 1.038826 0.0 0.0 0.0 0.385
H 4.799661 -0.024239 3.941321 0.0 0.0 0.0 0.438
H -1.335283 -2.882530 3.499295 0.0 0.0 0.0 0.610
H 3.207473 -2.730036 0.557651 0.0 0.0 0.0 0.500
H -5.368250 -0.350776 -2.816067 0.0 0.0 0.0 0.499
H -1.005424 -3.996840 -1.432155 0.0 0.0 0.0 0.338
H -5.258307 0.655247 -0.699154 0.0 0.0 0.0 0.585
H -3.523729 -2.937139 0.325525 0.0 0.0 0.0 0.514
H -4.313126 3.343656 3.327148 0.0 0.0 0.0 0.441
H 0.385983 -2.440763 3.585589 0.0 0.0 0.0 0.380
H -3.190618 -2.884695 2.075352 0.0 0.0 0.0 0.490
H 1.651073 -2.084558 0.056778 0.0 0.0 0.0 0.200
H 5.269803 0.542883 -4.335288 0.0 0.0 0.0 0.450
H 4.474735 -1.711020 2.173104 0.0 0.0 0.0 0.486
H 2.880119 1.288077 4.758034 0.0 0.0 0.0 0.518
H 0.499643 1.428729 4.995165 0.0 0.0 0.0 0.653
H -3.681275 1.045883 2.716589 0.0 0.0 -0.1 0.471
H -0.615274 0.764617 3.800382 0.0 0.0 0.0 0.125
H 0.304774 2.226110 3.441860 0.0 0.0 0.0 0.238
H -0.329899 -3.295843 -2.892023 0.0 0.0 0.0 0.562
H 1.754424 -3.286052 1.361640 0.0 0.0 0.0 0.230
H -0.086394 -2.495800 -1.340928 0.0 0.0 0.0 -0.384
H -2.469502 -3.239627 -4.044603 0.0 0.0 0.0 0.522
H -4.566378 -2.011839 -4.451272 0.0 0.0 0.0 0.437
```
Positions in Å, forces in eV/Å.

Values from the calculation:
Charge: +1
E_LUMO (alpha / beta) in eV: -4.5576 / -4.5091
Maximum force in eV/Å: 1.26

Entry 4:
DFT (ωB97M-V with the def2-TZVPD basis set) results for 8 unconnected molecules or ions with the total composition C3H22N2O7 in a non-equilibrium geometry.

The geometry in XYZ format:
```
34
Properties=species:S:1:pos:R:3:forces:R:3:mulliken_charge:R:1
O 1.463772 3.157233 -1.561802 -0.8 0.8 -1.0 -0.735
O -1.942362 -0.881657 2.818797 4.7 1.8 3.0 -0.531
O -1.182084 1.865754 3.140372 -3.4 1.7 -1.1 -0.787
O 3.263333 -1.216669 0.606976 0.4 -1.6 -1.5 -0.526
O 0.980662 -1.313892 1.866605 -1.7 1.9 -6.0 -0.380
O 1.842449 2.285810 1.105490 -2.6 -1.7 -2.1 -0.733
O 1.709871 -1.393945 -2.226392 -2.3 1.0 -0.4 -0.717
N -0.849934 -2.457173 -1.725730 0.0 0.0 3.5 -0.924
N -0.592633 0.266687 -0.482048 -1.8 0.2 -1.2 -0.487
C -1.728041 -1.375338 -1.972735 0.9 0.7 0.5 -0.864
C -1.651666 -0.180342 -1.363215 0.0 0.3 -0.1 0.362
C -2.742624 0.786327 -1.691218 -0.9 2.1 -1.5 -1.201
H 1.363597 1.612155 0.445513 1.7 1.6 1.8 0.176
H -2.569137 1.673233 -2.347192 1.6 -0.2 0.4 0.273
H -1.950978 2.394296 2.631998 2.8 -1.7 1.5 0.339
H -0.990053 -2.846885 -0.595705 0.5 0.8 -3.7 0.538
H 1.830587 -1.142015 1.410962 -0.6 -0.7 0.4 -0.006
H -3.229318 1.348769 -0.900635 -0.1 -0.7 0.8 0.313
H 1.756532 3.421652 -0.693104 0.5 -0.5 0.4 0.367
H -0.833421 -0.877733 2.924252 -4.3 0.4 -0.3 0.321
H -0.856526 0.106131 0.482357 1.0 -0.3 0.1 0.072
H 1.919717 2.378550 -1.871940 0.3 -0.3 0.4 0.315
H -2.469236 -1.411518 -2.735156 -0.6 -0.7 -0.4 0.094
H 0.771368 -1.780938 -2.006546 1.6 0.2 -0.1 0.482
H 2.360902 -1.966872 -1.879109 0.8 -1.3 0.6 0.353
H -3.500200 0.445324 -2.397462 -0.4 -1.2 0.7 0.400
H 0.286691 -0.017771 -0.889469 0.3 -0.6 1.0 0.163
H -1.940885 -1.433313 2.091970 -0.5 -2.2 -2.9 0.192
H -0.799972 -3.145711 -2.456616 -0.4 -0.5 0.2 0.511
H -1.763341 1.261352 3.655170 0.7 0.1 -0.5 0.315
H 1.118445 -1.533705 2.697657 1.5 -1.7 6.1 0.265
H 3.030329 -0.884792 -0.266238 -0.2 -0.8 -1.1 0.182
H 0.985532 2.706622 1.342692 0.8 0.0 0.5 0.432
H 3.226194 -0.378383 0.973683 0.6 3.0 2.3 0.427
```
Positions in Å, forces in eV/Å.

Values from the calculation:
<S²>: 0.751
Charge: -1
2S+1: 2
E_LUMO (alpha / beta) in eV: 3.2300 / 2.9608
Maximum force in eV/Å: 6.54
Relative energy (zero: lowest compared OMol25 entry of this formula, charge and spin) in kJ/mol: 8.12

Look up the maximum force of the first one.
5.91 eV/Å